# 1
Computed, not measured: a cluster of 11 separate species, C30H78N4O7S7 in total, with ωB97M-V with the def2-TZVPD basis set.

The geometry in XYZ format:
```
126
Properties=species:S:1:pos:R:3:forces:R:3:mulliken_charge:R:1
C 5.548768 -1.199457 1.471781 0.2339 -1.5116 0.5036 -1.0662
C 6.240146 -1.312512 2.866389 -0.6279 1.2694 -0.2295 -0.6289
N 5.311506 -0.872013 3.934266 1.2217 -2.6816 0.9570 0.2202
C 5.831471 -1.356296 5.272447 0.3498 2.3743 0.5497 -0.6523
C 7.304561 -0.862006 5.664580 0.9410 -0.9994 -0.2671 -1.2111
C 5.018933 0.521754 3.981854 -0.1609 0.7918 -0.0108 -0.6753
C 3.621563 0.740003 4.510788 -0.6738 -0.5415 -0.5626 -0.6441
H 4.877022 -2.029389 1.252521 -0.4664 -0.1085 0.6629 0.2624
H 6.233120 -1.362708 0.639250 0.4235 0.8661 0.0767 0.4681
H 4.948810 -0.291427 1.411596 0.3983 0.0431 -0.2466 0.0704
H 6.691120 -2.252997 3.182942 -0.6027 -0.4685 -0.5268 0.5663
H 7.117607 -0.665959 2.854741 0.2197 0.4769 -0.1345 0.2874
H 5.245084 -0.873343 6.054111 -0.4365 0.2926 -0.1779 0.2370
H 5.581096 -2.391016 5.506483 0.7714 -0.3035 -0.7772 0.4641
H 7.569276 0.152257 5.963411 -1.3163 0.6098 -0.3467 0.3334
H 7.772195 -1.348981 6.520318 -0.7189 -0.7829 0.2866 0.4497
H 8.088381 -1.042362 4.928925 -0.3293 -0.3057 -0.6044 0.3008
H 5.019047 0.964941 2.986020 0.4178 -0.0840 -0.0904 0.5059
H 5.780904 1.021649 4.579856 0.1056 0.4881 0.0766 0.2730
H 3.413185 0.086608 5.357993 0.0701 0.5779 0.4783 0.2917
H 2.912343 0.368353 3.771201 0.0410 -0.0215 -0.2102 -0.0578
H 3.346186 1.788989 4.619808 0.1959 -0.0039 0.5627 0.2366
C -2.386456 -1.202847 -1.608639 1.5850 -0.0591 1.0638 -0.7437
C -1.133951 -0.614459 -0.833233 -0.2985 -0.6992 -0.4882 -0.3214
N 0.170884 -1.210253 -1.199177 1.8229 3.3306 0.0586 0.8827
C 1.299710 -0.295758 -0.672024 0.2732 -0.6380 0.7120 -1.6419
C 1.616419 -0.341046 0.885386 -0.5840 -0.7040 -0.9882 0.2565
C 0.427780 -2.537568 -0.766345 -1.0851 -2.0989 0.5974 -0.0082
C 1.751876 -3.238505 -1.200741 -1.5744 0.5874 -0.2441 -1.0926
H -2.444741 -2.276900 -1.432271 -0.0076 -0.0935 -0.0089 0.0827
H -2.280106 -1.059143 -2.683875 -0.2076 0.2642 0.0653 -0.0203
H -3.301053 -0.779551 -1.193377 0.0036 0.2318 -0.2808 0.4342
H -1.075101 0.461284 -0.998806 0.0911 0.0051 -0.3341 0.1462
H -1.256892 -0.699702 0.246450 -0.4561 -0.3015 0.3895 0.1377
H 2.219311 -0.532924 -1.206980 0.0724 -0.7256 0.0425 0.3788
H 1.259094 0.759407 -0.942375 -1.3010 0.0371 -0.1929 0.6320
H 2.491456 0.260083 1.132504 -0.1393 0.2361 -0.0996 0.1502
H 0.774578 -0.058848 1.517660 0.0185 0.4643 -0.1823 -0.2873
H 1.848952 -1.348851 1.229404 0.1937 -0.1498 -0.2989 0.0085
H -0.432830 -3.124851 -1.086575 0.1003 -0.4240 -1.1280 0.4885
H 0.151953 -2.729317 0.270601 0.9260 0.6020 1.0273 -0.1702
H 1.722491 -4.302371 -0.965305 -0.0100 0.1519 0.3596 0.4911
H 2.652099 -2.775896 -0.796155 -0.0675 -0.0186 -0.1529 0.0835
H 1.706533 -3.224525 -2.289709 0.6576 0.2229 -0.1040 0.0393
C -0.296163 -6.561789 -4.185833 -0.4462 -0.5462 0.0302 -0.6979
C 0.981138 -6.278536 -3.584709 2.2969 0.4018 1.5075 0.4484
N 1.963550 -6.058494 -2.998000 -1.6893 -0.3623 -1.2468 -0.4355
H -0.817413 -5.621770 -4.366820 -0.1275 -0.2570 -0.2444 0.1214
H -0.859853 -7.181451 -3.488429 -0.1739 0.2617 0.1919 0.2812
H -0.201180 -7.204132 -5.061312 0.1047 0.4694 -0.2704 0.3210
C 0.339769 -2.638294 3.299991 -1.7885 -1.2877 -1.0300 -0.1979
C -0.679650 -3.564230 2.569803 -2.9436 -2.6659 -1.4956 0.2356
N -1.519289 -4.245501 2.023515 4.5369 3.7161 2.8699 -0.5283
H -0.002304 -1.648657 2.997151 0.6200 0.1758 0.1623 -0.1181
H 1.361484 -2.888686 3.014500 -0.1988 0.2163 -0.2697 0.2284
H 0.262995 -2.737734 4.382727 -0.2722 -0.1307 -0.1338 0.4348
C -4.954050 -0.845718 -5.413732 0.4732 1.2411 0.0871 -0.6393
S -4.260505 0.530269 -6.445129 -0.0329 1.7406 0.0093 0.4927
O -5.256406 1.666658 -6.723700 0.9152 -1.9405 0.7297 -0.6552
C -3.109983 1.244385 -5.201790 0.5177 -1.2741 1.0726 -0.5408
H -4.105409 -1.338706 -4.939527 0.1199 -0.2683 -0.4686 0.1784
H -5.507629 -1.481123 -6.105034 -0.0769 0.0160 0.4194 0.4155
H -5.512691 -0.431641 -4.574352 -0.4998 0.0061 -0.3208 0.1121
H -3.592194 1.515458 -4.262589 -0.6877 0.9652 -0.4678 0.2838
H -2.364054 1.936891 -5.591845 -0.7943 0.3993 -0.3224 0.3857
H -2.449106 0.503320 -4.752166 0.0746 -0.8507 -0.7354 -0.0714
C 0.176483 3.436491 2.608171 0.3971 -0.8423 0.0291 -0.9525
S -0.268814 2.234661 3.988259 -0.7838 0.5896 -1.5549 0.5095
O 0.537932 1.001483 3.770697 0.1404 0.5079 0.2885 -0.4789
C 0.312432 3.300473 5.299986 0.3975 -0.8085 -0.4300 -1.1308
H 1.236711 3.672828 2.698433 0.0725 -0.0206 0.1570 0.4807
H -0.388387 4.362636 2.501962 -0.3049 -0.1714 0.6167 0.5117
H 0.054260 2.889907 1.673074 -0.1017 -0.2191 0.0433 -0.0429
H 0.102637 2.793619 6.241886 -0.0881 0.3511 0.0335 0.3977
H -0.299313 4.176426 5.084213 0.2079 0.2402 0.5861 0.4094
H 1.384093 3.450677 5.169283 -0.0556 0.3127 0.1495 0.3166
C -0.147445 -2.527904 -4.784426 0.4870 0.2502 0.9739 -0.7292
S 0.475065 -1.186312 -5.870377 -1.0785 0.9097 -1.0251 0.2894
O -0.769018 -0.510714 -6.482465 1.7969 -0.9512 1.3504 -0.5603
C 1.248073 -0.047951 -4.589092 -0.5968 -0.8581 -0.2184 -0.7622
H -0.523766 -2.005057 -3.905151 -0.6314 -0.3141 -0.0232 0.0093
H 0.604675 -3.211026 -4.389741 0.8404 0.4720 -0.1586 0.3471
H -0.811067 -3.253310 -5.255060 -0.5022 0.9065 -0.4631 0.4282
H 1.969773 -0.677063 -4.068062 0.0314 0.0498 0.1051 0.3663
H 0.517066 0.350473 -3.885536 -0.1672 -0.2337 -0.0314 0.0672
H 1.762909 0.782260 -5.072626 -0.1291 -0.2737 -0.3747 0.4750
C -3.568172 1.223460 2.450628 1.7458 -0.0817 -0.1534 -0.7888
S -3.807825 2.798072 3.413540 -0.5265 -1.8156 0.1927 0.5820
O -5.207414 3.222255 3.271966 -0.7415 0.7161 -0.6744 -0.6560
C -3.852242 1.898314 4.963835 0.1269 0.0580 0.9935 -1.0713
H -2.519016 1.202179 2.155843 0.3331 0.6486 -0.4543 -0.0279
H -4.123373 1.120147 1.518323 -0.4260 0.2549 0.4225 0.4418
H -3.493705 0.317360 3.051899 -1.2022 0.0381 0.2515 0.4629
H -4.615880 1.122547 5.020047 0.2233 -0.3224 -0.8758 0.3900
H -4.228302 2.539056 5.761412 0.6430 0.6353 -0.0645 0.3717
H -2.844429 1.528081 5.151795 -0.1620 -0.1338 0.3133 0.2858
C -5.369797 -3.648811 -1.069500 -0.1136 0.3782 0.5257 -1.0958
S -5.766077 -2.630738 -2.476842 -1.9944 -0.2094 -1.2920 0.7726
O -6.630851 -3.500865 -3.396907 1.2832 0.9374 1.0674 -0.7001
C -6.936046 -1.413582 -1.763457 0.3289 -0.5144 -0.4964 -0.9159
H -6.174499 -4.382902 -1.028485 0.5229 -0.4793 -0.1552 0.4182
H -5.360616 -3.143890 -0.103544 -0.0293 0.4248 -0.1451 0.3189
H -4.339158 -3.946050 -1.263211 -0.3339 -0.8236 0.0933 0.2748
H -6.408463 -0.933035 -0.939540 -0.2939 0.3370 -0.1091 0.2507
H -7.905971 -1.829898 -1.491378 0.3120 -0.4846 0.3477 0.3838
H -7.173462 -0.776945 -2.615773 0.3610 0.4140 0.2053 0.3075
C -3.511525 4.197679 -1.456901 0.8154 0.1504 1.2328 -1.1016
S -2.007235 4.232257 -0.346146 0.8516 -0.9793 -2.2532 0.7442
O -0.943466 3.420182 -1.096508 -0.8303 0.7372 1.1740 -0.6197
C -1.533046 5.993707 -0.611536 0.0122 -1.2992 0.5383 -1.1522
H -3.910641 3.185067 -1.515441 0.2522 -0.0192 0.2832 0.2975
H -3.300293 4.542340 -2.469177 0.0708 0.3384 0.2670 0.3147
H -4.165753 4.809953 -0.836253 -0.5275 0.1759 -0.6323 0.4552
H -2.471914 6.532169 -0.482405 0.3862 0.5082 -0.4687 0.4408
H -0.971179 5.993195 -1.545562 -0.7094 0.3297 -0.3531 0.3283
H -0.795312 6.258375 0.145963 -0.2800 -0.0291 0.2755 0.3265
C 2.267453 3.948923 -2.684866 -0.7761 2.2124 -0.0364 -0.5497
S 3.775607 3.999883 -1.719426 0.5893 -1.5891 -0.1072 0.4288
O 4.121848 5.338237 -1.185564 -0.7593 0.3415 -0.2637 -0.6321
C 3.119907 3.099072 -0.300393 -0.0309 0.4498 0.5515 -0.2146
H 1.499937 4.438382 -2.085320 -0.4935 -0.8580 0.4587 -0.0011
H 1.985225 2.999261 -3.139379 0.2127 -0.0175 0.4367 0.1650
H 2.310221 4.734574 -3.439208 0.7272 -0.3254 -0.6032 0.4774
H 2.820321 2.063169 -0.459255 0.6162 -0.0134 -0.2426 -0.1186
H 2.248340 3.573875 0.150206 -0.1224 0.4415 -0.3534 0.0651
H 3.937114 3.260278 0.402674 0.0088 -0.6538 0.1931 0.3776
```
Forces are in eV/Å.

The HOMO-LUMO gap comes out at 8.347 eV. The HOMO energy comes out at -0.3074 Eh. As for the multiplicity: 1. Its net charge is 0.



# 2
Computed, not measured: a structure of composition C5H14N2, with ωB97M-V with the def2-TZVPD basis set.

The geometry in XYZ format:
```
21
Properties=species:S:1:pos:R:3:forces:R:3:mulliken_charge:R:1
C 3.714047 -0.102392 -0.556895 -1.5032 -1.3369 -0.5197 -0.7846
N 0.436441 -0.682189 -0.243366 -0.1859 0.0932 -0.7911 -0.7697
C -0.147064 2.134265 0.335486 -1.3025 -1.3650 -1.4395 -0.9362
C -1.055155 0.981065 0.915654 0.7539 -0.0141 1.3634 -0.4788
C -0.658666 -0.462445 0.395902 -0.5985 1.2056 0.7127 0.4964
C -1.718862 -1.543061 0.372148 -1.4307 0.4756 1.2762 -0.7253
N -2.728994 -1.280982 -0.693167 -0.7789 0.1979 1.5995 -0.5566
H 4.427997 0.236008 0.200303 -0.1886 0.1447 -0.3838 0.2645
H 2.697180 -0.380555 -0.095347 1.7656 0.2942 -0.5729 0.1122
H 3.453899 0.616842 -1.352039 0.4476 0.1509 0.5927 0.1895
H 4.116738 -0.994516 -1.121104 -0.3484 0.7833 0.8702 0.2539
H 0.842610 1.932831 0.782829 -0.4342 1.1945 0.1368 0.2989
H -0.693814 3.178658 0.337341 1.6441 -2.1472 0.2849 0.2919
H 0.057420 1.759127 -0.711617 -0.2717 1.2398 0.5920 0.2279
H -0.845166 1.089602 2.070599 -1.2268 -0.8340 -2.0131 0.2881
H -2.103487 0.972397 0.582783 0.0193 0.8694 0.7555 0.4350
H -0.312618 -0.052270 -0.830176 1.6350 0.2950 -0.7973 0.1638
H -1.175105 -2.400913 0.135887 0.8299 -1.6040 -0.1978 0.3622
H -2.169991 -1.690343 1.377628 -0.1255 0.2282 -0.6477 0.3963
H -2.445683 -1.754974 -1.538866 -0.3664 -0.1439 0.0545 0.2453
H -3.691732 -1.556155 -0.363988 1.6661 0.2730 -0.8756 0.2252
```
Forces are in eV/Å.

As for the energy relative to the best compared isomer or geometry (same formula, charge and spin): 114.54 kcal/mol. The HOMO-LUMO gap comes out at 8.778 eV. The HOMO energy comes out at -0.2928 Eh. As for the multiplicity: 1. Its net charge is 0.



# 3
Computed, not measured: the molecule C3H7ClS, with ωB97M-V with the def2-TZVPD basis set.

The geometry in XYZ format:
```
12
Properties=species:S:1:pos:R:3:forces:R:3:mulliken_spin:R:1
C -1.608982 -0.099022 -0.090133 -0.3838 -1.7753 -4.2766 -0.0316
C 0.891304 -0.513844 0.272349 1.8160 1.9414 0.8619 0.3623
C -0.295899 0.496488 -0.502346 0.4870 -2.5964 -1.7940 0.7272
S 2.601651 -0.279481 -0.228855 -1.2363 -0.4105 -0.8501 0.5286
Cl 0.027863 2.164106 0.144414 0.6984 3.6003 2.0743 0.7043
H -1.545985 -1.141320 0.156657 0.1199 -0.6566 0.3015 0.0268
H -2.181940 0.335971 0.626165 -0.8737 1.9971 2.7503 -0.0251
H -2.383444 -0.129678 -0.940424 1.4219 0.2133 0.5963 0.0014
H 0.493054 -1.409275 -0.032233 -0.2954 -2.1853 -1.3948 -0.0885
H 0.919197 -0.622506 1.377350 -0.6626 1.2225 -0.1286 -0.0653
H 0.047554 0.712383 -1.569002 -0.7063 -1.4205 1.4297 -0.1415
H 3.035624 0.486181 0.786056 -0.3851 0.0699 0.4301 0.0014
```
Forces are in eV/Å.

As for the energy relative to the best compared isomer or geometry (same formula, charge and spin): 94.64 kcal/mol. The HOMO-LUMO gap (alpha / beta) comes out at 3.700 / 5.447 eV. The HOMO energy (alpha / beta) comes out at -0.1161 / -0.3542 Eh. As for the multiplicity: 3. Its net charge is 0.



# 4
Computed, not measured: a structure of composition C10H34BHgO5, with ωB97M-V with the def2-TZVPD basis set.

The geometry in XYZ format:
```
51
Properties=species:S:1:pos:R:3:forces:R:3:mulliken_charge:R:1
Hg 1.598693 5.984501 2.717291 0.2804 -0.0369 0.2353 0.3864
O 7.636163 2.247076 1.535716 0.0208 0.3188 0.2183 -0.3900
H 7.831424 1.615594 2.231918 0.5639 -0.5367 1.0813 0.4649
H 6.687447 2.189284 1.400866 -1.3856 0.3982 -0.2451 0.4555
H 8.066130 1.946850 0.731601 0.6904 -0.1092 -1.0188 0.4638
B 4.508424 5.962447 5.436681 -0.3316 -1.4228 -1.1805 -0.0891
H 5.148818 5.970632 6.305056 3.2675 1.1345 3.2225 -0.0112
H 5.070642 5.849827 4.522645 2.9433 -1.4238 -3.3110 -0.1056
H 3.752182 5.192815 5.440127 -3.3701 -2.5809 -0.5227 -0.1035
H 4.011905 6.919845 5.469507 -2.8095 4.0772 1.4142 -0.0247
C 2.575236 0.106692 0.597594 0.7019 2.4570 -0.7091 -0.4513
O 2.841812 1.499801 0.832623 -0.5049 -2.8348 -0.1558 -0.3434
H 3.108346 -0.506154 1.324442 0.2035 -0.0561 0.6573 0.2410
H 1.533839 -0.193504 0.713634 -0.5016 0.3634 0.4857 0.2594
H 2.871579 -0.229876 -0.395886 0.2101 0.2307 -0.1492 0.2482
C -4.694830 -3.202471 -2.565257 0.7968 -0.2608 1.0931 -1.1861
C -6.114666 -3.626719 -2.031926 1.3965 3.1031 0.0740 0.3579
C -6.963053 -2.364192 -1.633437 1.6014 -1.1707 0.5833 -1.1938
O -6.768440 -4.107056 -3.099369 -2.1923 -1.8836 -2.4131 -0.5150
H -3.932742 -2.986821 -1.816381 -0.3436 0.4203 0.6943 0.3568
H -4.669133 -2.351073 -3.245382 -0.6172 -0.0313 -0.0174 0.2893
H -4.144978 -4.001587 -3.062419 -0.6283 -0.5025 -0.4091 0.3391
H -6.063951 -4.295001 -1.172322 0.1434 -0.2527 0.0219 0.2632
H -8.011195 -2.629618 -1.495388 0.1524 0.0025 0.0394 0.3131
H -6.848431 -1.562739 -2.363252 -0.0360 -0.1274 0.0325 0.3134
H -6.480993 -2.108691 -0.689805 -0.4974 0.7451 0.2089 0.3429
H -6.441047 -4.950581 -3.420125 0.2245 -0.0437 0.0923 0.3191
C 1.567180 -3.152670 -8.709357 -1.8862 0.0457 -0.0418 -1.3051
C 2.777110 -2.929744 -7.842841 -0.1836 1.8205 0.3210 0.4394
C 2.487012 -2.435272 -6.412264 -0.5591 0.6742 -0.4232 -1.2715
O 3.556844 -4.045729 -7.725782 0.9762 -1.8977 -0.0317 -0.5374
H 1.614683 -3.968606 -9.430527 0.5139 -0.0750 0.1969 0.3504
H 1.168903 -2.309333 -9.273503 0.6922 0.4663 -0.0556 0.3546
H 0.698135 -3.336674 -8.077683 -0.1065 -0.5599 0.2635 0.3267
H 3.418095 -2.185745 -8.315822 0.0411 0.1470 -0.0479 0.2561
H 3.421740 -2.079716 -5.978706 -0.1415 0.0713 0.0957 0.3166
H 2.044386 -3.166344 -5.735719 0.1821 -0.5967 -0.2519 0.3832
H 1.727305 -1.653644 -6.414671 0.2279 0.4463 -0.0795 0.3497
H 3.014181 -4.657227 -7.222601 0.2408 -0.5408 0.0571 0.3373
C -1.828516 3.594166 7.310352 0.0777 0.8552 0.4201 -1.3615
C -1.504096 2.433993 6.387083 -0.1867 -1.1406 3.4176 0.6406
C -2.538831 1.297973 6.445917 -0.1433 0.6996 1.8553 -1.3403
O -1.432727 2.894911 5.152283 0.0782 1.3884 -4.7200 -0.5270
H -0.946450 4.219806 7.446863 0.1926 0.1180 -0.4580 0.3158
H -2.063324 3.379640 8.352920 -0.4319 -0.5625 -0.1845 0.3802
H -2.586801 4.233057 6.857678 -0.2439 -0.1054 0.1538 0.3250
H -0.482382 2.181998 6.671157 0.0734 -1.1612 0.4962 0.1198
H -3.517648 1.628795 6.098657 0.0990 0.3248 -0.3587 0.3951
H -2.687197 1.232727 7.523800 -0.1726 -0.9754 0.0837 0.3353
H -2.340309 0.323980 5.998682 0.5205 0.1596 0.0267 0.3772
H -1.676471 2.130380 4.625333 0.1606 0.4215 -0.7571 0.3396
```
Forces are in eV/Å.

The HOMO-LUMO gap comes out at 2.280 eV. The HOMO energy comes out at -0.4037 Eh. As for the multiplicity: 1. Its net charge is +1.



It is found that the strongest force on any atom values, taken in the order of the records, are 6.53 2.72 4.65 5.15 eV/Å.
It is found that the molar mass values, taken in the order of the records, are 831.44 102.18 110.61 445.78 g mol⁻¹.
It is found that the energy values, taken in the order of the records, are -128503.1338 -8387.6519 -26574.6282 -25987.5690 eV.